ORCA calculation (ωB97M-V/def2-TZVPD) on a 2-piece molecular cluster, C4H7O3 overall.

```
14
Properties=species:S:1:pos:R:3:lowdin_charge:R:1
C -0.85025 -0.62500 -0.73577 -0.509
O 1.92388 1.11739 -0.24056 -0.123
C -0.61667 -0.62121 0.76155 -0.049
H 0.31702 -1.16365 0.92400 0.084
H -2.74380 -1.49129 -0.53221 0.022
H -1.39618 -1.22505 1.23264 0.061
O 0.06167 -0.07047 -1.52872 -0.011
H 3.30476 2.09018 0.83999 0.089
O 1.56429 2.00073 1.80230 -0.094
H -2.09112 -1.36403 -2.29059 0.032
C -1.98485 -1.16970 -1.22983 -0.014
H 0.82188 0.42222 -1.01701 0.051
H -0.56770 0.36915 1.19789 0.068
C 2.25707 1.73071 0.81631 -0.607
```

The calculation puts the HOMO-LUMO gap at 8.640 eV. Its largest force on an atom is 0.97 eV Å⁻¹. Its net charge is -1. The calculation puts the energy above the lowest of the compared OMol25 structures with the same formula, charge and spin at 10.6 kcal per mole.



ORCA calculation (ωB97M-V/def2-TZVPD) on C4H7O3 as an isolated structure in a non-equilibrium geometry.

```
14
Properties=species:S:1:pos:R:3:lowdin_charge:R:1
O 2.91539 -0.20303 1.24357 -0.103
C -3.95863 -0.23672 0.35210 -0.508
H 0.27907 0.25772 1.04329 0.103
C 0.65889 -0.06728 0.08250 0.023
O -4.80335 -0.60201 -0.47711 0.197
H -4.36110 0.69038 0.84525 0.198
H 2.27196 1.51489 0.51052 0.135
O -2.88729 -0.56437 0.76692 0.118
C 2.33228 0.04632 -1.03340 0.123
H 2.43694 -1.01757 -1.24859 0.114
H 1.90673 0.69840 -1.77904 0.091
H 0.76078 -1.12521 0.18807 0.073
H 0.13168 0.17294 -0.82771 0.068
C 2.31666 0.43555 0.33364 -0.632
```

The calculation puts the HOMO-LUMO gap (alpha / beta) at 8.313 / 4.498 eV. Its largest force on an atom is 4.15 eV Å⁻¹. The spin multiplicity is 2. The calculation puts the energy above the lowest of the compared OMol25 structures with the same formula, charge and spin at 86.7 kcal per mole.